Entry from the Open Molecules 2025 dataset: 6 unconnected molecules or ions with the total composition C18H48Cl4N4O4 in a non-equilibrium geometry (ωB97M-V/def2-TZVPD).

Results
Spin multiplicity: 1
Orbital gap (eV): 9.50
Net charge: 0
Calculated total energy (hartree): -3075.1687
E_LUMO (eV): 0.35

Each line ends with the Löwdin charge.
Cartesian coordinates (Å):
C 4.06592 3.87145 -4.85245  -0.058
C 4.48449 2.65588 -5.68024  -0.430
C 3.88655 1.26490 -5.29837  -0.182
O 4.32371 0.89868 -3.98642  -0.205
C 3.39799 0.00317 -3.34747  -0.105
N 4.24154 2.74975 -7.11243  0.024
H 4.76102 4.67245 -5.10406  0.075
H 3.99181 3.77316 -3.76943  0.076
H 3.07154 4.24097 -5.10303  0.068
H 5.56935 2.62175 -5.58011  0.132
H 4.04600 0.39385 -5.93392  0.126
H 2.82812 1.48243 -5.15508  0.112
H 3.18270 -0.83667 -4.00807  0.083
H 2.45558 0.53301 -3.20881  0.080
H 3.73064 -0.35938 -2.37484  0.062
H 3.28117 3.06201 -7.09582  0.065
H 4.76840 3.40751 -7.66910  0.073
C 2.95122 5.20981 2.93943  -0.080
C 2.84171 5.52411 1.43639  -0.427
C 1.86043 4.48345 0.79356  -0.280
O 1.53656 4.78218 -0.51229  -0.187
C 0.45899 3.91594 -1.01487  -0.062
N 2.35348 6.88658 1.34546  0.031
H 3.86637 5.66386 3.31950  0.069
H 3.06809 4.14194 3.12413  0.069
H 2.24778 5.71199 3.60357  0.076
H 3.84176 5.65100 1.02182  0.135
H 1.01944 4.36053 1.47601  0.130
H 2.46409 3.57704 0.74792  0.069
H 0.65040 2.88964 -0.70156  0.025
H 0.39246 3.90903 -2.10282  0.083
H -0.48553 4.24932 -0.58496  0.087
H 1.39345 6.64294 1.14774  0.065
H 2.77530 7.15912 0.46917  0.068
C -3.90931 -1.63650 4.50906  -0.050
C -2.46426 -1.84637 3.97893  -0.411
C -2.08171 -3.30915 3.72406  -0.192
O -0.75644 -3.32319 3.23042  -0.239
C 0.37087 -3.04166 4.14642  -0.057
N -2.29722 -1.14537 2.70745  0.043
H -4.67914 -2.05764 3.86245  0.061
H -4.10252 -0.57277 4.64786  0.074
H -4.09133 -2.01179 5.51610  0.071
H -1.75698 -1.36580 4.65487  0.127
H -2.52962 -3.71588 2.81740  0.132
H -2.15016 -3.90357 4.63514  0.123
H 0.57676 -1.97146 4.16598  0.079
H 1.28268 -3.59796 3.92905  0.077
H 0.08513 -3.30618 5.16449  0.080
H -1.49627 -1.56403 2.25658  0.013
H -3.07124 -1.34043 2.08863  0.030
C -6.19347 -5.07645 -0.44149  -0.058
C -5.83497 -4.19158 0.76534  -0.436
C -5.19964 -2.82639 0.46672  -0.186
O -4.11925 -3.04454 -0.46872  -0.174
C -3.16572 -1.94900 -0.65828  -0.096
N -7.07367 -4.12594 1.51896  0.019
H -7.08297 -4.70526 -0.95052  0.072
H -6.51793 -6.01283 0.01243  0.079
H -5.53229 -5.21417 -1.29703  0.075
H -5.17083 -4.69504 1.46785  0.124
H -4.95002 -2.36952 1.42434  0.097
H -6.02596 -2.22412 0.08914  0.121
H -2.51095 -2.28703 -1.46147  0.082
H -2.58551 -1.71452 0.23417  0.007
H -3.59631 -0.97244 -0.87969  0.090
H -7.87552 -4.38083 0.96025  0.058
H -7.31966 -3.17173 1.74046  0.062
C 3.34410 -3.73596 -0.19771  -0.967
Cl 2.11089 -3.28485 -1.45704  0.498
Cl 4.79297 -2.72628 -0.01575  0.525
H 2.84931 -3.90878 0.75801  0.029
H 3.66579 -4.72620 -0.52029  0.016
C 1.66245 -0.54985 0.30900  -0.951
Cl 1.59810 1.13201 1.02759  0.545
Cl 0.02715 -1.14664 -0.08442  0.545
H 2.23209 -0.39613 -0.60751  -0.019
H 2.22003 -1.17959 1.00227  0.014